# 1
Below is a molecular structure, C12H18AgF2NO9 in a non-equilibrium geometry, with properties calculated with ωB97M-V/def2-TZVPD.

As for the LUMO energy (alpha / beta): 2.32 / 2.32 eV. Its total charge is -1. As for the spin multiplicity: 2. For the HOMO-LUMO gap (alpha / beta), the calculation gives 6.45 / 6.38 eV. For the molar mass, the calculation gives 466.138 g mol⁻¹.

Geometry (Å):
1 Ag -0.493 1.073 0.766
2 F -1.373 1.092 2.793
3 F -2.261 2.246 0.318
4 N 0.410 4.164 1.815
5 O 1.325 5.010 1.948
6 O 0.624 3.143 1.082
7 O -0.699 4.343 2.334
8 O -1.294 -1.140 0.633
9 C -2.318 -1.752 0.634
10 O -2.518 -2.881 1.344
11 C -3.940 -3.089 1.509
12 C -4.476 -2.584 0.200
13 C -3.605 -1.353 -0.020
14 H -4.210 -2.495 2.386
15 H -4.171 -4.129 1.727
16 H -5.520 -2.259 0.238
17 H -4.383 -3.231 -0.673
18 H -4.050 -0.499 0.495
19 H -3.403 -1.076 -1.053
20 O 1.462 0.223 1.270
21 C 2.555 0.540 1.618
22 O 3.637 0.205 0.882
23 C 4.828 0.740 1.475
24 C 4.446 1.149 2.891
25 C 2.909 1.222 2.909
26 H 5.215 1.627 0.970
27 H 5.564 -0.062 1.434
28 H 4.935 2.069 3.202
29 H 4.679 0.374 3.625
30 H 2.501 2.234 2.827
31 H 2.423 0.711 3.733
32 O 0.171 0.474 -1.317
33 C 0.150 0.121 -2.451
34 O 1.133 0.533 -3.297
35 C 1.000 0.028 -4.620
36 C -0.099 -1.043 -4.548
37 C -0.749 -0.872 -3.174
38 H 1.947 -0.331 -5.014
39 H 0.657 0.897 -5.190
40 H 0.360 -2.033 -4.512
41 H -0.841 -1.052 -5.343
42 H -0.746 -1.801 -2.608
43 H -1.783 -0.535 -3.243

These are the Löwdin partial charges, in e, on atoms 1 to 2:
1. Ag 1.0243
2. F -0.5810


# 2
Below is a molecular structure, C46H39N9Pt in a non-equilibrium geometry, with properties calculated with ωB97M-V/def2-TZVPD.

As for the LUMO energy (alpha / beta): -1.06 / -2.93 eV. As for the spin multiplicity: 5. For the HOMO-LUMO gap (alpha / beta), the calculation gives 4.17 / 4.68 eV. For the molar mass, the calculation gives 912.959 g mol⁻¹.

Geometry (Å):
1 Pt 0.410 0.433 0.166
2 C -0.123 -4.202 -0.631
3 C 0.603 -4.831 0.362
4 C 1.130 -4.060 1.367
5 C 0.941 -2.653 1.360
6 N 0.259 -2.027 0.356
7 C -0.270 -2.799 -0.604
8 N 1.457 -2.059 2.423
9 C 1.602 -0.806 2.762
10 N 1.216 0.328 2.102
11 C 1.710 1.407 2.795
12 N 1.737 2.662 2.433
13 C 1.095 3.310 1.472
14 C 1.442 4.678 1.305
15 C 0.694 5.475 0.484
16 C -0.413 4.917 -0.160
17 C -0.662 3.572 0.007
18 N 0.079 2.763 0.752
19 C 2.386 0.955 3.988
20 C 3.049 1.623 5.011
21 C 3.709 0.863 5.958
22 C 3.688 -0.535 5.907
23 C 2.982 -1.207 4.926
24 C 2.330 -0.452 3.959
25 H -0.582 -4.758 -1.430
26 H 0.740 -5.902 0.347
27 H 1.698 -4.475 2.182
28 H -1.064 -1.197 -1.553
29 H 2.291 5.055 1.854
30 H 0.937 6.518 0.345
31 H -1.050 5.521 -0.783
32 H -1.520 3.119 -0.473
33 H 3.057 2.703 5.042
34 H 4.263 1.354 6.747
35 H 4.248 -1.099 6.641
36 H 2.947 -2.284 4.890
37 N 2.960 5.004 -8.845
38 C 2.644 4.482 -7.874
39 C 2.249 3.811 -6.694
40 C 1.796 2.494 -6.779
41 C 1.420 1.825 -5.632
42 C 1.520 2.434 -4.384
43 C 1.965 3.753 -4.308
44 C 2.321 4.444 -5.452
45 C 1.184 1.686 -3.146
46 C 2.237 1.057 -2.474
47 C 3.569 0.881 -2.937
48 C 4.214 0.098 -2.006
49 C 3.282 -0.158 -0.989
50 N 2.114 0.408 -1.269
51 C -0.163 1.659 -2.752
52 C -1.231 2.289 -3.440
53 C -2.380 2.033 -2.723
54 C -1.988 1.276 -1.616
55 N -0.672 1.019 -1.638
56 H 1.742 2.003 -7.741
57 H 1.049 0.816 -5.704
58 H 2.026 4.236 -3.344
59 H 2.658 5.470 -5.397
60 H 3.960 1.259 -3.862
61 H 5.222 -0.265 -2.041
62 H 3.422 -0.733 -0.090
63 H -1.138 2.849 -4.350
64 H -3.378 2.354 -2.942
65 H -2.616 0.935 -0.809
66 C -4.322 -1.649 -1.125
67 C -3.823 -3.091 -1.029
68 C -3.149 -3.322 0.324
69 C -3.004 -3.443 -2.254
70 C -3.641 -4.246 -3.195
71 C -3.016 -4.616 -4.366
72 C -1.734 -4.170 -4.616
73 C -1.061 -3.350 -3.717
74 C 0.304 -2.844 -4.132
75 C 0.229 -1.351 -4.450
76 C 1.472 -3.100 -3.173
77 C -1.709 -2.985 -2.530
78 N -1.016 -2.211 -1.560
79 H -5.088 -1.469 -0.373
80 H -4.744 -1.448 -2.107
81 H -3.499 -0.963 -0.952
82 H -4.700 -3.748 -1.056
83 H -2.458 -2.521 0.569
84 H -2.612 -4.268 0.334
85 H -3.908 -3.354 1.103
86 H -4.649 -4.582 -3.002
87 H -3.524 -5.239 -5.087
88 H -1.241 -4.455 -5.533
89 H 0.549 -3.369 -5.063
90 H -0.046 -0.782 -3.568
91 H -0.507 -1.151 -5.228
92 H 1.211 -1.019 -4.781
93 H 1.480 -2.403 -2.339
94 H 2.406 -2.965 -3.716
95 H 1.450 -4.115 -2.783

These are the Löwdin partial charges, in e, on atoms 1 to 2:
1. Pt 1.2108
2. C -0.0083


# 3
Below is C4H8O2 in the gas phase in a non-equilibrium geometry, with properties calculated with ωB97M-V/def2-TZVPD.

As for the LUMO energy: 0.83 eV. The SMILES is CC[C@@H](O)C=O. For the HOMO-LUMO gap, the calculation gives 10.57 eV. For the molar mass, the calculation gives 88.106 g mol⁻¹.

Geometry (Å):
1 C -1.466 -0.840 0.442
2 C -0.504 -0.010 -0.907
3 C 0.418 0.829 -0.025
4 O 0.169 0.467 1.310
5 C 1.872 0.503 -0.272
6 O 2.403 -0.385 0.358
7 H -2.400 -0.299 0.381
8 H -1.343 -0.976 1.566
9 H -1.463 -1.842 0.061
10 H -1.083 0.626 -1.629
11 H 0.055 -0.706 -1.578
12 H 0.214 1.900 -0.107
13 H 0.704 -0.336 1.441
14 H 2.424 1.069 -1.042

These are the Löwdin partial charges, in e, on atoms 1 to 2:
1. C -0.0158
2. C -0.0540


Calculated calculated total energy (Eh), listed in the same order as above: -1546.532408; -2388.358040; -307.578856
Calculated ΔE to the lowest compared entry with this formula, charge and spin (kJ/mol), listed in the same order as above: 64.60; 50.82; 350.70